# 1
{"formula": "C13H27ClIInN2OP2", "method": "the ωB97M-V functional and the def2-TZVPD basis", "energy_ev": -63309.7367, "orbital_gap_ev": 7.2179, "total_charge": 2, "relative_energy_kj_mol": 0.0, "species": ["C", "I", "H", "H", "H", "In", "P", "C", "C", "H", "H", "H", "H", "H", "H", "C", "H", "H", "H", "P", "C", "C", "H", "H", "H", "C", "H", "H", "H", "H", "H", "H", "Cl", "N", "C", "O", "C", "C", "C", "N", "C", "C", "H", "H", "H", "H", "H", "H"], "coordinates": [[-1.443, -0.065, -6.328], [-1.274, 0.028, -4.147], [-0.443, 0.016, -6.756], [-2.078, 0.768, -6.635], [-1.906, -1.022, -6.571], [0.325, -0.078, -1.251], [0.276, 2.489, -1.136], [-1.329, 3.333, -1.016], [1.341, 3.165, 0.184], [1.488, 4.247, 0.043], [1.194, 4.064, -2.739], [2.315, 2.661, 0.163], [2.039, 2.477, -2.778], [-1.782, 3.087, -0.048], [0.869, 2.990, 1.158], [1.064, 2.974, -2.706], [-1.210, 4.422, -1.094], [0.431, 2.644, -3.538], [-1.982, 2.979, -1.822], [0.281, -2.597, -0.770], [-1.307, -3.434, -0.506], [1.087, -3.321, -2.230], [2.312, -2.531, 0.557], [1.503, -4.127, 0.687], [0.861, -2.714, 1.583], [1.343, -3.037, 0.652], [2.058, -2.832, -2.374], [1.227, -4.402, -2.090], [-1.170, -4.522, -0.428], [-1.973, -3.213, -1.349], [0.456, -3.138, -3.109], [-1.759, -3.058, 0.419], [2.725, -0.052, -1.223], [0.165, 0.353, 6.350], [-0.885, 0.104, 5.501], [-2.009, -0.101, 5.933], [-0.613, 0.089, 4.025], [0.654, 0.305, 3.470], [0.822, 0.252, 2.099], [-0.184, 0.033, 1.234], [-1.419, -0.173, 1.762], [-1.661, -0.158, 3.124], [0.014, 0.369, 7.344], [1.100, 0.526, 6.044], [1.550, 0.508, 4.055], [1.837, 0.394, 1.700], [-2.242, -0.362, 1.071], [-2.668, -0.340, 3.483]]}

# 2
{"formula": "C13H27FGaINO3", "method": "the ωB97M-V functional and the def2-TZVPD basis", "energy_ev": -84746.7360, "orbital_gap_ev": 8.0009, "total_charge": -1, "species": ["C", "C", "C", "Ga", "I", "C", "C", "C", "N", "O", "C", "C", "C", "F", "H", "H", "H", "H", "H", "H", "H", "H", "H", "H", "H", "H", "H", "H", "H", "C", "C", "O", "H", "H", "H", "H", "H", "H", "C", "C", "O", "H", "H", "H", "H", "H", "H"], "coordinates": [[3.060, -2.480, 1.364], [1.926, -2.100, 1.269], [0.567, -1.611, 1.225], [-0.242, -1.741, -0.660], [-2.483, -3.161, -0.358], [-0.852, 0.099, -1.273], [0.129, 0.852, -2.205], [1.107, 1.638, -1.365], [2.309, 1.029, -0.843], [0.897, 2.802, -1.117], [0.835, -2.808, -2.019], [2.128, -2.203, -2.572], [2.351, -2.501, -4.060], [3.217, -2.758, -1.865], [4.084, -2.768, 1.391], [0.512, -0.583, 1.581], [-0.031, -2.243, 1.882], [-0.993, 0.726, -0.390], [-1.829, 0.012, -1.745], [-0.420, 1.602, -2.775], [0.607, 0.196, -2.933], [2.922, 0.848, -1.635], [2.095, 0.103, -0.471], [1.124, -3.740, -1.530], [0.146, -3.077, -2.818], [2.195, -1.131, -2.402], [3.295, -3.038, -4.153], [2.394, -1.597, -4.666], [1.570, -3.138, -4.465], [-6.123, -2.370, 2.842], [-6.023, -0.937, 2.350], [-4.674, -0.503, 2.261], [-5.648, -2.468, 3.819], [-7.165, -2.687, 2.924], [-5.606, -3.046, 2.157], [-6.523, -0.259, 3.042], [-6.504, -0.838, 1.369], [-4.228, -1.091, 1.640], [1.475, 4.868, 1.505], [2.582, 5.690, 2.136], [3.423, 4.897, 2.972], [0.867, 4.393, 2.275], [0.830, 5.488, 0.881], [1.888, 4.074, 0.880], [2.172, 6.475, 2.772], [3.190, 6.167, 1.359], [3.798, 4.200, 2.425]]}

# 3
{"formula": "C13H27N5O4RuTe", "method": "the ωB97M-V functional and the def2-TZVPD basis", "energy_ev": -39422.9746, "orbital_gap_ev": [6.8225, 6.9827], "total_charge": 1, "relative_energy_kj_mol": 110.0, "multiplicity": 6, "species": ["Ru", "C", "C", "N", "O", "C", "C", "N", "O", "H", "H", "H", "H", "H", "H", "H", "N", "C", "C", "Te", "C", "H", "H", "H", "H", "H", "H", "N", "C", "C", "N", "C", "C", "H", "H", "H", "H", "H", "H", "H", "H", "H", "H", "H", "C", "C", "O", "O", "H", "H", "H"], "coordinates": [[-0.034, -0.291, 0.509], [3.953, 1.731, -0.211], [2.507, 1.352, -0.112], [2.093, 0.138, -0.266], [3.031, -0.866, -0.441], [1.473, 2.340, 0.134], [1.682, 3.805, -0.099], [0.354, 1.867, 0.599], [-0.710, 2.623, 0.688], [4.437, 1.207, -1.037], [4.475, 1.495, 0.721], [4.060, 2.797, -0.380], [3.905, -0.531, -0.197], [2.406, 4.208, 0.613], [0.738, 4.322, 0.048], [2.044, 3.998, -1.110], [-2.411, -1.768, -0.908], [-1.749, -0.922, -0.465], [-3.254, 3.886, -0.062], [-2.727, 1.846, -0.488], [-3.357, 1.197, 1.438], [-2.561, 4.238, 0.698], [-4.279, 3.921, 0.300], [-3.159, 4.482, -0.966], [-4.330, 0.720, 1.350], [-3.410, 2.074, 2.077], [-2.629, 0.488, 1.823], [-0.081, -5.355, -0.144], [0.376, -4.841, 1.188], [0.120, -3.337, 1.225], [0.761, -2.635, 0.119], [0.442, -3.205, -1.184], [0.694, -4.710, -1.252], [-1.068, -5.103, -0.259], [-0.005, -6.371, -0.188], [1.438, -5.065, 1.289], [-0.174, -5.345, 1.981], [0.480, -2.925, 2.166], [-0.957, -3.147, 1.175], [1.764, -2.539, 0.242], [1.037, -2.701, -1.945], [-0.612, -3.008, -1.398], [1.748, -4.951, -1.112], [0.360, -5.113, -2.207], [0.192, -0.083, 4.738], [0.178, -0.382, 3.259], [1.234, -0.289, 2.586], [-0.907, -0.749, 2.714], [1.214, -0.068, 5.107], [-0.402, -0.822, 5.271], [-0.261, 0.894, 4.910]]}

# 4
{"formula": "C13H27NO2", "method": "the ωB97M-V functional and the def2-TZVPD basis", "energy_ev": -19505.1074, "orbital_gap_ev": 10.6360, "total_charge": 0, "species": ["C", "C", "C", "C", "C", "C", "C", "C", "C", "C", "C", "C", "N", "C", "O", "O", "H", "H", "H", "H", "H", "H", "H", "H", "H", "H", "H", "H", "H", "H", "H", "H", "H", "H", "H", "H", "H", "H", "H", "H", "H", "H", "H"], "coordinates": [[2.672, -2.098, 0.423], [4.069, -1.543, 0.093], [4.160, -0.017, 0.137], [3.356, 0.694, -0.969], [2.893, 2.094, -0.565], [1.697, 2.167, 0.403], [0.592, 1.147, 0.141], [-0.659, 1.407, 0.982], [-1.473, 0.149, 1.286], [-1.765, -0.746, 0.080], [-2.510, -0.049, -1.063], [-3.922, 0.431, -0.723], [-4.937, -0.631, -0.767], [-5.047, -1.426, 0.367], [-4.796, -1.059, 1.489], [-5.539, -2.671, 0.144], [2.749, -3.147, 0.714], [2.244, -1.542, 1.262], [1.992, -2.031, -0.429], [4.368, -1.879, -0.906], [4.772, -1.969, 0.814], [5.212, 0.258, 0.003], [3.870, 0.350, 1.127], [4.015, 0.802, -1.838], [2.527, 0.066, -1.306], [3.744, 2.587, -0.080], [2.665, 2.695, -1.452], [2.051, 2.058, 1.434], [1.273, 3.175, 0.336], [0.977, 0.149, 0.372], [0.359, 1.143, -0.930], [-1.306, 2.118, 0.451], [-0.374, 1.904, 1.914], [-0.941, -0.450, 2.034], [-2.432, 0.411, 1.745], [-0.844, -1.178, -0.326], [-2.354, -1.598, 0.439], [-1.937, 0.819, -1.407], [-2.559, -0.731, -1.921], [-4.227, 1.216, -1.420], [-3.947, 0.866, 0.277], [-4.822, -1.187, -1.606], [-5.865, -2.752, -0.760]]}

Repeat the first record exactly.
{"formula": "C13H27ClIInN2OP2", "method": "the ωB97M-V functional and the def2-TZVPD basis", "energy_ev": -63309.7367, "orbital_gap_ev": 7.2179, "total_charge": 2, "relative_energy_kj_mol": 0.0, "species": ["C", "I", "H", "H", "H", "In", "P", "C", "C", "H", "H", "H", "H", "H", "H", "C", "H", "H", "H", "P", "C", "C", "H", "H", "H", "C", "H", "H", "H", "H", "H", "H", "Cl", "N", "C", "O", "C", "C", "C", "N", "C", "C", "H", "H", "H", "H", "H", "H"], "coordinates": [[-1.443, -0.065, -6.328], [-1.274, 0.028, -4.147], [-0.443, 0.016, -6.756], [-2.078, 0.768, -6.635], [-1.906, -1.022, -6.571], [0.325, -0.078, -1.251], [0.276, 2.489, -1.136], [-1.329, 3.333, -1.016], [1.341, 3.165, 0.184], [1.488, 4.247, 0.043], [1.194, 4.064, -2.739], [2.315, 2.661, 0.163], [2.039, 2.477, -2.778], [-1.782, 3.087, -0.048], [0.869, 2.990, 1.158], [1.064, 2.974, -2.706], [-1.210, 4.422, -1.094], [0.431, 2.644, -3.538], [-1.982, 2.979, -1.822], [0.281, -2.597, -0.770], [-1.307, -3.434, -0.506], [1.087, -3.321, -2.230], [2.312, -2.531, 0.557], [1.503, -4.127, 0.687], [0.861, -2.714, 1.583], [1.343, -3.037, 0.652], [2.058, -2.832, -2.374], [1.227, -4.402, -2.090], [-1.170, -4.522, -0.428], [-1.973, -3.213, -1.349], [0.456, -3.138, -3.109], [-1.759, -3.058, 0.419], [2.725, -0.052, -1.223], [0.165, 0.353, 6.350], [-0.885, 0.104, 5.501], [-2.009, -0.101, 5.933], [-0.613, 0.089, 4.025], [0.654, 0.305, 3.470], [0.822, 0.252, 2.099], [-0.184, 0.033, 1.234], [-1.419, -0.173, 1.762], [-1.661, -0.158, 3.124], [0.014, 0.369, 7.344], [1.100, 0.526, 6.044], [1.550, 0.508, 4.055], [1.837, 0.394, 1.700], [-2.242, -0.362, 1.071], [-2.668, -0.340, 3.483]]}